The following is a DFT calculation (wB97M-V/def2-TZVPD) of C3H4ClFN2O in the gas phase.

Values from the calculation:
Relative energy (zero: lowest compared OMol25 entry of this formula, charge and spin), kcal/mol: 0.00
SMILES string: N#C[C@H](N)O[C@H](F)Cl
Orbital gap, hartree: 0.42440
E_HOMO, eV: -10.948

Bonds (Å) are listed after each position.
Element x y z (Å)
1 N 0.63 -1.84 0.23  H3 0.997, C4 1.525, H8 1.021
2 C -1.38 -0.55 0.64  C4 1.467, N9 1.122
3 H 0.09 -2.67 0.13  N1 0.997
4 C -0.20 -0.65 -0.22  N1 1.525, C2 1.467, H7 1.069, O11 1.377
5 H -0.64 2.11 0.32  C12 1.172
6 Cl 1.57 2.64 0.77  C12 1.762
7 H -0.60 -0.78 -1.21  C4 1.069
8 H 1.44 -2.00 -0.38  N1 1.021
9 N -2.29 -0.45 1.29  C2 1.122
10 F 0.30 2.12 -1.41  C12 1.388
11 O 0.70 0.38 -0.07  C4 1.377, C12 1.340
12 C 0.37 1.68 -0.09  H5 1.172, Cl6 1.762, F10 1.388, O11 1.340

The following is a DFT calculation (wB97M-V/def2-TZVPD) of C3H4ClFO in the gas phase.

Values from the calculation:
Relative energy (zero: lowest compared OMol25 entry of this formula, charge and spin), kcal/mol: 24.38
SMILES string: OC/C(F)=C/Cl
Orbital gap, hartree: 0.35953
E_HOMO, eV: -9.310

Bonds (Å) are listed after each position.
Element x y z (Å)
1 Cl 2.42 1.37 -1.35  C10 1.755
2 C 0.72 -0.24 -0.11  F6 1.352, C8 1.475, C10 1.332
3 H -0.75 -1.59 0.09  C8 1.160
4 H -0.42 -0.64 1.62  C8 1.075
5 H -2.43 -0.17 0.16  O7 1.048
6 F 1.65 -1.19 0.13  C2 1.352
7 O -1.52 0.35 0.20  H5 1.048, C8 1.352
8 C -0.56 -0.54 0.56  C2 1.475, H3 1.160, H4 1.075, O7 1.352
9 H 0.03 1.67 -0.63  C10 1.089
10 C 0.86 0.97 -0.67  Cl1 1.755, C2 1.332, H9 1.089

| no. | maximum force (eV/A) | calculated total energy (Eh) |
| --- | --- | --- |
| 1 | 3.42 | -861.4791 |
| 2 | 4.82 | -751.9521 |